(1)
Molecular formula: ClH3N2S
Method: DFT, ωB97M-V/def2-TZVPD

Summary:
Molar mass, g mol⁻¹: 98.56
Highest occupied orbital energy (alpha / beta), Eh: -0.332 / -0.331
E_LUMO (alpha / beta), eV: -1.001 / -0.920
Kohn-Sham gap (alpha / beta), eV: 8.04 / 8.08
ΔE to the lowest compared entry with this formula, charge and spin, kcal per mole: 70.29

Structure (ORCA input):
```
! wB97M-V def2-TZVPD RIJCOSX def2/J DEFGRID3
* xyz 0 1
N 0.95913 1.58902 0.13153
N 0.18698 -1.14849 0.18997
S -0.73653 -0.14836 -0.73327
Cl -2.52188 -0.17473 0.23853
H 0.67844 2.49607 -0.22094
H 0.51901 -1.98531 -0.27607
H 0.91486 -0.62820 0.67025
*
```

---

(2)
Molecular formula: ClH3N3P3
Method: DFT, ωB97M-V/def2-TZVPD

Summary:
Molar mass, g mol⁻¹: 173.42
Highest occupied orbital energy (alpha / beta), Eh: -0.287 / -0.287
E_LUMO (alpha / beta), eV: -1.858 / -1.860
Kohn-Sham gap (alpha / beta), eV: 5.95 / 5.94
ΔE to the lowest compared entry with this formula, charge and spin, kcal per mole: 59.75

Structure (ORCA input):
```
! wB97M-V def2-TZVPD RIJCOSX def2/J DEFGRID3
* xyz 0 1
N 1.59245 -0.89469 -0.05062
N -0.98963 -1.27124 -0.14413
N -0.59918 1.61174 0.10033
P 0.37922 -1.90570 0.26308
P -1.68775 0.45076 0.19920
P 2.09948 0.36836 -0.91089
Cl 3.63751 0.97828 0.31894
H -1.72351 -1.88691 0.25841
H -0.30243 1.93220 1.08647
H -2.40615 0.61719 -1.12080
*
```

---

(3)
Molecular formula: ClH3NO2P
Method: DFT, ωB97M-V/def2-TZVPD

Summary:
Molar mass, g mol⁻¹: 115.46
Highest occupied orbital energy, Eh: -0.391
E_LUMO, eV: 0.070
Kohn-Sham gap, eV: 10.72
ΔE to the lowest compared entry with this formula, charge and spin, kcal per mole: 34.91

Structure (ORCA input):
```
! wB97M-V def2-TZVPD RIJCOSX def2/J DEFGRID3
* xyz 0 1
N -0.77819 -1.57720 0.36320
O 0.91975 1.22229 -0.03915
O -1.38690 -0.53661 -1.94339
P -1.49491 -0.49414 -0.49489
Cl -2.71257 0.87006 0.16846
H -0.70765 -1.50557 1.34608
H 1.25120 0.57819 0.49431
H 1.60322 1.63038 -0.51444
*
```

---

(4)
Molecular formula: ClH3NO2P
Method: DFT, ωB97M-V/def2-TZVPD

Summary:
Molar mass, g mol⁻¹: 115.46
Highest occupied orbital energy (alpha / beta), Eh: -0.313 / -0.313
E_LUMO (alpha / beta), eV: -0.225 / -0.225
Kohn-Sham gap (alpha / beta), eV: 8.29 / 8.29
ΔE to the lowest compared entry with this formula, charge and spin, kcal per mole: 83.83

Structure (ORCA input):
```
! wB97M-V def2-TZVPD RIJCOSX def2/J DEFGRID3
* xyz 0 1
N 1.59150 0.86195 0.12512
O -1.40405 -1.75706 0.21659
O 0.87044 -0.26877 0.14324
P -0.99662 -0.69558 -0.92382
Cl -1.80425 0.92516 -0.21729
H 1.76910 0.88366 -0.85625
H 0.95314 1.57933 0.41374
H -0.97926 -1.52868 1.09866
*
```